C5H6O | ωB97M-V/def2-TZVPD

Each line ends with the natural charge from an NBO analysis.
CARTESIAN COORDINATES (ANGSTROEM)
C (-1.30, -1.22, 0.34)  -0.650
C (-0.23, -0.20, 0.25)  0.231
C (-0.03, 2.05, -0.13)  -0.092
O (-0.63, 1.06, 0.47)  -0.397
C (1.08, -0.45, -0.18)  -0.136
C (2.24, -0.71, -0.44)  -0.205
H (-0.86, -2.21, 0.44)  0.230
H (-1.92, -1.22, -0.58)  0.218
H (-1.97, -1.03, 1.19)  0.229
H (0.52, 1.85, -1.03)  0.166
H (-0.16, 3.03, 0.31)  0.171
H (3.26, -0.96, -0.63)  0.236

Results
orbital gap (spin up / spin down)	7.6 / 8.0	eV
total energy	-7324.613	eV
LUMO (spin up / spin down)	0.2211 / 0.8029	eV
HOMO (spin up / spin down)	-7.4 / -7.2	eV

C5H6O | ωB97M-V/def2-TZVPD

Each line ends with the natural charge from an NBO analysis.
CARTESIAN COORDINATES (ANGSTROEM)
C (1.26, 0.12, 0.55)  -0.649
C (0.26, -1.06, -0.58)  0.209
C (-1.18, -1.04, 0.00)  -0.265
C (-1.38, 0.28, 0.03)  -0.237
C (-0.08, 0.66, -0.63)  0.094
O (0.13, -0.19, -1.70)  -0.498
H (1.38, -0.71, 1.26)  0.243
H (1.05, 1.00, 1.18)  0.196
H (2.19, 0.27, 0.00)  0.226
H (-1.78, -1.89, 0.27)  0.227
H (-2.18, 0.92, 0.39)  0.222
H (0.33, 1.65, -0.76)  0.232

Results
orbital gap	8.8	eV
total energy	-7322.711	eV
LUMO	0.4631	eV
HOMO	-8.3	eV

C5H6O | ωB97M-V/def2-TZVPD

Each line ends with the natural charge from an NBO analysis.
CARTESIAN COORDINATES (ANGSTROEM)
C (-1.37, -1.58, 0.52)  -0.498
C (-0.46, -0.63, 0.17)  0.277
C (0.09, 1.40, -0.64)  -0.105
C (1.30, 0.73, -0.07)  -0.175
C (0.96, -0.48, 0.38)  -0.261
H (-1.03, -2.50, 0.98)  0.203
H (-2.35, -1.54, 0.14)  0.213
H (0.29, 1.82, -1.73)  0.194
H (-0.28, 2.21, 0.04)  0.192
H (2.24, 1.28, -0.16)  0.221
H (1.49, -1.11, 1.05)  0.231
O (-0.89, 0.38, -0.68)  -0.493

Results
orbital gap	9.2	eV
total energy	-7327.961	eV
SMILES string	C=C1C=CCO1
LUMO	0.9955	eV
HOMO	-8.2	eV

C5H6O | ωB97M-V/def2-TZVPD

Each line ends with the natural charge from an NBO analysis.
CARTESIAN COORDINATES (ANGSTROEM)
C (-0.89, -0.52, -0.40)  -0.370
C (-1.17, -0.42, 0.98)  -0.007
C (0.04, 0.36, 1.45)  -0.568
C (0.73, -0.38, 0.36)  0.262
C (0.03, 0.38, -1.30)  -0.101
O (1.31, 0.37, -0.64)  -0.508
H (-1.43, -1.27, -0.99)  0.216
H (0.38, 0.11, 2.45)  0.232
H (0.02, 1.44, 1.28)  0.234
H (1.19, -1.35, 0.48)  0.214
H (-0.34, 1.40, -1.37)  0.194
H (0.15, -0.14, -2.24)  0.201

Results
orbital gap	8.6	eV
total energy	-7323.788	eV
LUMO	0.6632	eV
HOMO	-8.0	eV

C5H6O | ωB97M-V/def2-TZVPD

Each line ends with the natural charge from an NBO analysis.
CARTESIAN COORDINATES (ANGSTROEM)
O (1.01, 1.57, -0.99)  -0.721
C (0.11, -0.52, 0.32)  0.101
C (-1.01, -1.16, -0.37)  -0.451
C (-1.23, -0.29, 0.87)  -0.460
C (1.38, -0.26, 0.33)  -0.113
C (1.92, 0.76, -0.31)  0.049
H (0.36, 1.88, -0.35)  0.469
H (-1.31, -0.74, -1.33)  0.239
H (-1.06, -2.23, -0.29)  0.236
H (-1.69, 0.68, 0.73)  0.225
H (-1.43, -0.76, 1.83)  0.238
H (2.95, 1.07, -0.44)  0.188

Results
orbital gap	9.2	eV
total energy	-7325.193	eV
SMILES string	OC=C=C1CC1
LUMO	0.5348	eV
HOMO	-8.7	eV

C5H6O | ωB97M-V/def2-TZVPD

Each line ends with the natural charge from an NBO analysis.
CARTESIAN COORDINATES (ANGSTROEM)
O (-0.91, 0.64, -1.01)  -0.658
C (-0.06, -0.07, 0.35)  0.267
C (1.30, 0.49, 0.51)  -0.451
C (1.09, -0.90, -0.05)  -0.460
C (-1.27, -0.17, 1.12)  -0.283
C (-1.98, 0.33, 0.14)  -0.073
H (-1.04, -0.03, -1.70)  0.488
H (1.61, 1.26, -0.19)  0.243
H (1.64, 0.61, 1.53)  0.243
H (1.31, -1.04, -1.11)  0.231
H (1.28, -1.77, 0.57)  0.243
H (-2.97, 0.65, -0.15)  0.208

Results
orbital gap	9.2	eV
total energy	-7323.640	eV
LUMO	0.6608	eV
HOMO	-8.5	eV

C5H6O2 | ωB97M-V/def2-TZVPD

Each line ends with the natural charge from an NBO analysis.
CARTESIAN COORDINATES (ANGSTROEM)
O (-2.28, 0.29, 1.86)  -0.692
C (-2.22, 0.05, 0.47)  -0.132
C (-0.87, -0.21, -0.02)  -0.045
C (0.21, -0.53, -0.44)  -0.021
C (2.17, 0.66, -0.39)  -0.088
C (1.56, -0.52, -0.93)  -0.038
O (2.67, -0.94, -0.23)  -0.463
H (-1.71, 1.04, 2.06)  0.467
H (-2.66, 0.87, -0.11)  0.186
H (-2.82, -0.84, 0.29)  0.208
H (2.01, 0.91, 0.64)  0.208
H (2.35, 1.53, -1.06)  0.208
H (1.68, -0.68, -2.00)  0.201

Results
orbital gap	10.0	eV
total energy	-9372.077	eV
SMILES string	OCC#C[C@H]1CO1
LUMO	0.5723	eV
HOMO	-9.4	eV

C5H6O2 | ωB97M-V/def2-TZVPD

Each line ends with the natural charge from an NBO analysis.
CARTESIAN COORDINATES (ANGSTROEM)
O (1.10, 1.62, 1.29)  -0.504
C (0.72, 0.86, 0.43)  0.583
C (1.60, -0.16, -0.29)  -0.190
O (0.73, -0.99, -1.03)  -0.492
C (-0.58, -0.65, -0.69)  0.127
C (-1.35, -0.41, 0.68)  -0.470
C (-0.71, 0.69, -0.11)  -0.389
H (2.18, -0.79, 0.40)  0.212
H (2.31, 0.37, -0.94)  0.213
H (-1.25, -1.01, -1.47)  0.213
H (-1.19, -0.33, 1.77)  0.240
H (-2.37, -0.74, 0.52)  0.226
H (-1.19, 1.55, -0.57)  0.232

Results
orbital gap	10.5	eV
total energy	-9374.783	eV
SMILES string	O=C1CO[C@H]2C[C@@H]12
LUMO	0.7837	eV
HOMO	-9.7	eV

C5H6O2 | ωB97M-V/def2-TZVPD

Each line ends with the natural charge from an NBO analysis.
CARTESIAN COORDINATES (ANGSTROEM)
O (1.99, -1.38, -0.52)  -0.503
C (1.53, -0.27, -0.58)  0.413
C (0.12, 0.09, -0.20)  -0.276
C (-0.43, -0.52, 1.31)  -0.359
C (-0.82, -1.05, -0.02)  -0.379
C (-0.39, 1.44, -0.44)  0.410
O (-1.47, 1.82, -0.06)  -0.538
H (2.15, 0.58, -0.94)  0.123
H (-1.22, 0.09, 1.73)  0.223
H (0.53, 0.00, 1.39)  0.271
H (-1.83, -0.75, -0.32)  0.249
H (-0.50, -2.01, -0.41)  0.245
H (0.33, 2.13, -0.92)  0.122

Results
orbital gap	9.4	eV
total energy	-9373.572	eV
SMILES string	O=CC1(C=O)CC1
LUMO	-0.1706	eV
HOMO	-9.6	eV

C5H6O2 | ωB97M-V/def2-TZVPD

Each line ends with the natural charge from an NBO analysis.
CARTESIAN COORDINATES (ANGSTROEM)
O (0.40, -0.43, -1.38)  -0.718
C (-0.67, 0.71, -1.71)  -0.096
C (-0.98, 1.50, -0.53)  -0.276
C (-0.29, 1.15, 0.47)  0.061
C (0.60, 0.47, 1.27)  -0.616
C (0.13, -0.62, 2.13)  0.399
O (0.83, -1.24, 2.90)  -0.550
H (-0.05, -1.29, -1.39)  0.514
H (-1.49, 0.15, -2.15)  0.202
H (-0.09, 1.23, -2.48)  0.216
H (1.60, 0.85, 1.45)  0.247
H (0.66, -0.21, -0.31)  0.514
H (-0.95, -0.87, 2.00)  0.103

Results
orbital gap	8.6	eV
total energy	-9372.021	eV
LUMO	-0.0099	eV
HOMO	-8.6	eV

C5H6O2 | ωB97M-V/def2-TZVPD

Each line ends with the natural charge from an NBO analysis.
CARTESIAN COORDINATES (ANGSTROEM)
O (0.63, -2.39, -0.38)  -0.515
C (0.35, -1.23, -0.23)  0.608
C (-1.05, -0.63, -0.20)  -0.529
C (-0.91, 0.77, 0.41)  -0.527
C (0.58, 1.13, 0.32)  0.608
O (1.05, 2.21, 0.57)  -0.517
C (1.34, -0.09, -0.16)  -0.645
H (-1.71, -1.30, 0.36)  0.245
H (-1.44, -0.58, -1.23)  0.243
H (-1.17, 0.77, 1.47)  0.244
H (-1.50, 1.56, -0.07)  0.246
H (2.28, -0.27, 0.37)  0.268
H (1.55, 0.06, -1.22)  0.270

Results
orbital gap	10.2	eV
total energy	-9377.011	eV
SMILES string	O=C1CCC(=O)C1
LUMO	0.5432	eV
HOMO	-9.7	eV

C5H6O2 | ωB97M-V/def2-TZVPD

Each line ends with the natural charge from an NBO analysis.
CARTESIAN COORDINATES (ANGSTROEM)
C (0.33, 1.68, -0.08)  -0.628
C (-0.18, 0.28, 0.02)  0.263
C (-0.24, -0.63, 1.18)  -0.403
C (0.48, -1.07, -0.09)  -0.381
C (-0.54, -1.30, -1.16)  0.792
O (-0.76, -2.09, -2.02)  -0.535
O (-1.21, -0.11, -0.93)  -0.497
H (-0.38, 2.38, 0.36)  0.227
H (0.49, 1.95, -1.13)  0.233
H (1.28, 1.77, 0.46)  0.226
H (-1.18, -1.08, 1.47)  0.232
H (0.43, -0.40, 2.00)  0.228
H (1.52, -1.38, -0.12)  0.244

Results
orbital gap	11.2	eV
total energy	-9375.784	eV
LUMO	0.8010	eV
HOMO	-10.4	eV

C5H6O2 | ωB97M-V/def2-TZVPD

Each line ends with the natural charge from an NBO analysis.
CARTESIAN COORDINATES (ANGSTROEM)
C (0.89, -0.13, 1.53)  -0.618
C (0.10, 0.55, 0.43)  0.020
O (0.63, 1.86, 0.29)  -0.692
C (0.27, -0.22, -0.89)  0.483
O (1.33, -0.29, -1.47)  -0.473
C (-0.95, -0.84, -1.41)  -0.144
C (-2.00, -1.26, -1.83)  -0.131
H (0.72, 0.39, 2.48)  0.225
H (1.96, -0.07, 1.28)  0.232
H (0.61, -1.18, 1.65)  0.215
H (-0.97, 0.58, 0.68)  0.170
H (0.32, 2.23, -0.54)  0.473
H (-2.92, -1.63, -2.21)  0.241

Results
orbital gap	10.2	eV
total energy	-9374.693	eV
SMILES string	C#CC(=O)[C@@H](C)O
LUMO	-0.0619	eV
HOMO	-10.3	eV

C5H6O2 | ωB97M-V/def2-TZVPD

Each line ends with the natural charge from an NBO analysis.
CARTESIAN COORDINATES (ANGSTROEM)
C (0.28, 1.48, 0.92)  -0.591
C (1.21, 0.39, 0.37)  -0.486
O (-1.63, -1.41, 0.98)  -0.526
C (-1.97, -1.82, -0.05)  1.044
O (-2.35, -2.25, -1.07)  -0.518
C (0.27, -0.73, -1.87)  -0.288
C (0.70, -0.23, -0.86)  0.017
H (-0.68, 1.05, 1.22)  0.218
H (0.73, 1.96, 1.79)  0.210
H (0.09, 2.24, 0.16)  0.210
H (1.35, -0.39, 1.13)  0.233
H (-0.11, -1.17, -2.76)  0.245
H (2.20, 0.81, 0.15)  0.230

Results
orbital gap	10.9	eV
total energy	-9376.242	eV
SMILES string	C#CCC.O=C=O
LUMO	0.7239	eV
HOMO	-10.1	eV

C5H6O2 | ωB97M-V/def2-TZVPD

Each line ends with the natural charge from an NBO analysis.
CARTESIAN COORDINATES (ANGSTROEM)
O (-2.21, 0.36, 0.37)  -0.699
C (-0.88, 0.02, 0.56)  0.111
C (-0.23, -0.89, -0.53)  0.003
O (-0.17, 0.31, -1.37)  -0.512
C (0.18, 0.96, -0.11)  -0.004
C (1.48, 0.27, 0.26)  -0.212
C (1.20, -1.00, -0.03)  -0.208
H (-2.26, 1.09, -0.25)  0.479
H (-0.73, -0.26, 1.61)  0.178
H (-0.74, -1.75, -0.96)  0.210
H (0.11, 2.05, -0.11)  0.203
H (2.41, 0.72, 0.58)  0.225
H (1.84, -1.88, 0.00)  0.225

Results
orbital gap	10.7	eV
total energy	-9374.309	eV
LUMO	1.0317	eV
HOMO	-9.6	eV

C5H6O2 | ωB97M-V/def2-TZVPD

Each line ends with the natural charge from an NBO analysis.
CARTESIAN COORDINATES (ANGSTROEM)
O (0.98, -0.27, -2.12)  -0.683
C (0.16, 0.59, -1.46)  0.160
C (-0.45, 0.37, -0.31)  -0.163
C (-0.80, -0.54, 0.79)  -0.439
C (-1.36, 0.89, 0.71)  -0.414
C (2.38, -1.16, 0.40)  0.498
O (2.79, -0.88, 1.42)  -0.489
H (0.05, 1.52, -2.00)  0.184
H (-0.07, -0.75, 1.57)  0.210
H (-1.49, -1.36, 0.59)  0.219
H (-0.98, 1.61, 1.44)  0.215
H (-2.41, 1.00, 0.48)  0.215
H (1.19, -1.01, -1.52)  0.486

Results
orbital gap	9.6	eV
total energy	-9374.845	eV
LUMO	0.9187	eV
HOMO	-8.7	eV

C5H6O2 | ωB97M-V/def2-TZVPD

Each line ends with the natural charge from an NBO analysis.
CARTESIAN COORDINATES (ANGSTROEM)
O (1.81, 1.29, -1.08)  -0.702
C (1.64, 0.00, -0.53)  -0.095
C (0.22, -0.21, -0.10)  -0.141
C (-0.67, 0.64, 0.73)  0.572
C (-1.76, -0.46, 0.69)  -0.520
C (-0.80, -1.06, -0.33)  -0.083
O (-0.64, 1.80, 1.07)  -0.540
H (1.47, 1.93, -0.43)  0.480
H (2.30, -0.16, 0.34)  0.179
H (1.93, -0.72, -1.30)  0.194
H (-2.76, -0.15, 0.37)  0.218
H (-1.82, -1.04, 1.62)  0.221
H (-0.93, -1.87, -1.04)  0.218

Results
orbital gap	10.4	eV
total energy	-9375.341	eV
LUMO	0.5868	eV
HOMO	-9.8	eV

C5H6O2 | ωB97M-V/def2-TZVPD

Each line ends with the natural charge from an NBO analysis.
CARTESIAN COORDINATES (ANGSTROEM)
O (-3.09, -0.08, -0.52)  -0.992
C (-0.24, 0.06, -0.09)  -0.226
C (0.92, -0.53, -0.96)  0.037
O (1.66, 0.66, -1.06)  -0.482
C (0.88, 1.10, 0.04)  0.034
C (1.00, 0.12, 1.15)  -0.156
C (1.06, -1.06, 0.42)  -0.130
H (-3.30, 0.65, 0.11)  0.452
H (-2.07, -0.10, -0.43)  0.485
H (0.85, -1.10, -1.88)  0.235
H (0.71, 2.16, 0.15)  0.231
H (0.67, 0.24, 2.17)  0.256
H (0.77, -2.05, 0.76)  0.254

Results
orbital gap	9.9	eV
total energy	-9371.784	eV
LUMO	0.7595	eV
HOMO	-9.1	eV

C5H6O2 | ωB97M-V/def2-TZVPD

Each line ends with the natural charge from an NBO analysis.
CARTESIAN COORDINATES (ANGSTROEM)
O (0.91, 2.12, -0.14)  -0.712
C (-0.18, 1.31, -0.45)  -0.032
C (0.22, -0.17, -0.14)  -0.449
C (0.04, -0.26, 1.36)  0.467
O (0.72, 0.38, 2.13)  -0.536
C (-0.39, -1.34, -0.78)  -0.027
C (-0.68, -2.46, -1.14)  -0.207
H (1.18, 1.90, 0.77)  0.485
H (-1.06, 1.59, 0.15)  0.166
H (-0.43, 1.46, -1.50)  0.200
H (1.29, -0.20, -0.38)  0.270
H (-0.82, -0.85, 1.71)  0.132
H (-0.92, -3.45, -1.47)  0.242

Results
orbital gap	10.7	eV
total energy	-9374.459	eV
SMILES string	C#C[C@H](C=O)CO
LUMO	0.6514	eV
HOMO	-10.1	eV

C5H6O2 | ωB97M-V/def2-TZVPD

Each line ends with the natural charge from an NBO analysis.
CARTESIAN COORDINATES (ANGSTROEM)
C (-1.44, -1.28, 0.00)  -0.650
C (-0.68, -0.32, 0.85)  -0.061
O (1.32, -0.79, -0.33)  -0.587
C (1.84, 0.23, -0.69)  0.660
O (1.46, 1.50, -0.54)  -0.501
C (-0.55, 0.97, 0.62)  -0.095
C (0.24, 1.87, 0.11)  0.009
H (-1.58, -0.91, -1.01)  0.222
H (-2.41, -1.44, 0.47)  0.228
H (-0.92, -2.25, -0.05)  0.234
H (-0.21, -0.72, 1.75)  0.219
H (2.79, 0.19, -1.24)  0.115
H (0.15, 2.95, 0.08)  0.206

Results
orbital gap	10.1	eV
total energy	-9374.467	eV
SMILES string	CC=C=COC=O
LUMO	0.9557	eV
HOMO	-9.2	eV

What did we get for relative energy (zero: lowest compared OMol25 entry of this formula, charge and spin)? Answer: 4.671 6.573 1.323 5.496 4.091 5.645 5.018 2.312 3.523 5.074 0.084 1.312 2.403 0.853 2.786 2.251 1.754 5.311 2.637 2.629 eV, in the order shown.